[1]
C27H66BN4O13 | ωB97M-V/def2-TZVPD

Atoms and positions in Å:
O1 -1.21 1.18 2.42
C1 -1.29 -0.14 1.90
C2 -2.66 -0.48 1.36
C3 -3.16 0.37 0.18
C4 -2.10 0.95 -0.77
N1 -1.98 2.40 -0.65
C5 -0.87 3.04 -0.30
N2 0.30 2.46 0.02
C6 1.12 3.45 0.27
N3 0.52 4.63 0.13
N4 -0.78 4.38 -0.24
C7 -1.75 5.44 -0.46
B1 -2.31 5.94 0.95
O2 -1.40 6.53 1.77
O3 -3.62 5.71 1.25
H1 -2.04 1.41 2.85
H2 -1.04 -0.87 2.68
H3 -0.50 -0.22 1.15
H4 -2.68 -1.53 1.08
H5 -3.37 -0.36 2.19
H6 -3.82 -0.25 -0.41
H7 -3.77 1.21 0.53
H8 -1.12 0.50 -0.66
H9 -2.42 0.76 -1.79
H10 -2.77 2.96 -0.92
H11 2.15 3.40 0.57
H12 0.88 5.56 0.26
H13 -1.26 6.26 -0.97
H14 -2.57 5.06 -1.06
H15 -1.75 6.89 2.59
H16 -3.88 5.91 2.15
C8 5.88 -0.54 1.93
O4 5.67 0.14 3.15
C9 5.67 1.55 3.03
C10 4.27 2.11 3.04
O5 3.52 1.70 1.90
C11 2.63 0.63 2.18
H17 5.67 -1.60 2.11
H18 5.22 -0.18 1.14
H19 6.92 -0.45 1.60
H20 6.19 1.86 2.12
H21 6.22 1.96 3.88
H22 4.32 3.20 3.03
H23 3.75 1.81 3.96
H24 1.77 0.99 2.76
H25 3.12 -0.18 2.71
H26 2.26 0.26 1.22
C12 0.47 1.11 5.36
O6 -0.42 1.17 6.46
C13 0.15 1.74 7.62
C14 -0.28 3.18 7.79
O7 0.20 4.01 6.74
C15 -0.76 4.28 5.75
H27 -0.12 0.87 4.47
H28 0.96 2.07 5.19
H29 1.22 0.33 5.50
H30 1.24 1.68 7.58
H31 -0.19 1.16 8.48
H32 0.12 3.57 8.73
H33 -1.37 3.24 7.84
H34 -1.52 4.98 6.12
H35 -1.24 3.37 5.39
H36 -0.23 4.75 4.91
C16 -0.05 -6.07 -2.29
O8 -1.47 -6.11 -2.27
C17 -2.04 -5.78 -1.02
C18 -2.57 -4.37 -1.00
O9 -1.53 -3.41 -1.13
C19 -1.40 -2.89 -2.44
H37 0.27 -6.14 -3.33
H38 0.33 -5.14 -1.86
H39 0.37 -6.92 -1.74
H40 -1.31 -5.92 -0.22
H41 -2.87 -6.47 -0.84
H42 -3.07 -4.19 -0.04
H43 -3.31 -4.24 -1.80
H44 -2.23 -2.20 -2.66
H45 -1.38 -3.68 -3.19
H46 -0.47 -2.33 -2.48
C20 -2.00 4.96 -3.77
O10 -2.71 6.16 -3.54
C21 -2.21 7.26 -4.30
C22 -3.03 7.51 -5.54
O11 -2.93 6.43 -6.45
C23 -4.07 5.59 -6.47
H47 -2.58 4.15 -3.33
H48 -1.87 4.76 -4.83
H49 -1.02 5.00 -3.28
H50 -1.17 7.09 -4.57
H51 -2.26 8.15 -3.66
H52 -2.65 8.41 -6.04
H53 -4.08 7.70 -5.28
H54 -4.92 6.08 -6.95
H55 -4.36 5.27 -5.46
H56 -3.81 4.71 -7.06
C24 4.78 -10.61 -2.61
O12 3.70 -11.34 -3.19
C25 2.46 -11.12 -2.55
C26 1.59 -10.15 -3.33
O13 2.15 -8.84 -3.37
C27 2.81 -8.55 -4.58
H57 5.63 -10.71 -3.28
H58 4.53 -9.56 -2.49
H59 5.05 -11.03 -1.63
H60 2.60 -10.75 -1.53
H61 1.94 -12.08 -2.49
H62 0.62 -10.07 -2.84
H63 1.44 -10.52 -4.35
H64 2.09 -8.40 -5.39
H65 3.51 -9.34 -4.87
H66 3.37 -7.62 -4.44

- LUMO (eV) = -2.50
- total energy (a.u.) = -2290.0058
- maximum force (eV/Å) = 0.8
- HOMO energy (eV) = -10.315
- charge = +1
- gap between HOMO and LUMO (eV) = 7.816

***

[2]
C27H66FIO24P2S7 | ωB97M-V/def2-TZVPD

Atoms and positions in Å:
C1 -5.69 -4.24 5.68
C2 -4.30 -3.45 5.50
C3 -4.52 -1.85 5.23
I1 -5.61 -1.14 7.02
P1 -2.85 -0.99 4.98
F1 -2.71 -0.88 6.70
C4 -1.30 -2.14 5.03
O1 -1.23 -2.89 6.27
C5 -0.62 -4.19 6.04
C6 -2.51 0.86 4.89
C7 -3.77 1.77 4.47
O2 -3.53 2.66 3.61
O3 -5.06 1.66 5.05
C8 -6.11 1.87 4.09
C9 -7.02 0.60 3.65
O4 -6.43 2.96 3.59
P2 -2.86 -1.26 2.80
O5 -3.35 -2.86 2.33
O6 -3.90 -0.20 1.95
S1 -1.07 -1.02 1.98
H1 -6.16 -4.12 6.72
H2 -5.53 -5.38 5.55
H3 -6.47 -3.86 4.93
H4 -3.73 -3.96 4.66
H5 -3.71 -3.60 6.46
H6 -5.17 -1.80 4.28
H7 -1.35 -2.90 4.18
H8 -0.33 -1.51 4.97
H9 -1.40 -5.03 5.89
H10 0.07 -4.47 6.92
H11 0.06 -4.22 5.11
H12 -2.05 1.18 5.89
H13 -1.68 1.03 4.11
H14 -7.13 0.51 2.52
H15 -8.08 0.86 4.06
H16 -6.72 -0.36 4.17
H17 -3.32 -2.85 1.35
H18 -3.37 0.36 1.32
C10 1.83 3.10 -1.53
C11 1.56 2.24 -2.75
O7 2.20 0.96 -2.64
S2 1.57 -0.13 -1.63
C12 2.52 -1.52 -2.16
O8 0.19 -0.35 -1.99
O9 1.96 0.20 -0.29
H19 1.37 2.67 -0.63
H20 1.42 4.10 -1.66
H21 2.90 3.17 -1.33
H22 0.49 2.12 -2.92
H23 1.98 2.73 -3.63
H24 2.26 -1.77 -3.19
H25 2.28 -2.36 -1.50
H26 3.58 -1.28 -2.07
C13 3.36 -5.59 -5.77
C14 3.78 -5.77 -4.33
O10 5.19 -5.61 -4.16
S3 5.81 -4.12 -4.24
C15 7.43 -4.50 -3.66
O11 5.15 -3.29 -3.26
O12 5.91 -3.72 -5.62
H27 3.53 -4.57 -6.11
H28 2.30 -5.82 -5.90
H29 3.95 -6.25 -6.43
H30 3.24 -5.09 -3.67
H31 3.54 -6.79 -4.01
H32 7.37 -4.83 -2.62
H33 8.03 -3.60 -3.73
H34 7.86 -5.28 -4.29
C16 7.82 5.00 -2.68
C17 7.14 5.13 -4.03
O13 6.66 3.87 -4.51
S4 5.35 3.23 -3.82
C18 5.08 1.93 -5.00
O14 4.27 4.17 -3.91
O15 5.73 2.62 -2.57
H35 7.11 4.69 -1.91
H36 8.26 5.95 -2.37
H37 8.60 4.24 -2.72
H38 6.32 5.86 -3.99
H39 7.86 5.51 -4.76
H40 4.82 2.37 -5.96
H41 4.26 1.32 -4.63
H42 5.99 1.33 -5.07
C19 0.54 8.93 -2.05
C20 -0.24 9.50 -0.88
O16 -0.88 8.48 -0.12
S5 0.03 7.55 0.84
C21 -1.29 6.75 1.71
O17 0.75 8.38 1.76
O18 0.69 6.56 0.03
H43 1.38 8.32 -1.70
H44 0.95 9.73 -2.67
H45 -0.09 8.28 -2.66
H46 0.40 10.11 -0.24
H47 -1.03 10.16 -1.26
H48 -1.83 7.49 2.30
H49 -0.85 5.99 2.36
H50 -1.95 6.27 0.98
C22 -1.55 4.68 -8.00
C23 -1.13 4.50 -6.55
O19 0.28 4.67 -6.38
S6 0.89 6.17 -6.46
C24 2.51 5.79 -5.88
O20 0.22 6.99 -5.49
O21 0.99 6.56 -7.84
H51 -1.39 5.70 -8.34
H52 -2.61 4.45 -8.13
H53 -0.96 4.02 -8.65
H54 -1.68 5.18 -5.90
H55 -1.37 3.48 -6.23
H56 2.45 5.46 -4.84
H57 3.11 6.70 -5.95
H58 2.94 5.01 -6.51
C25 -6.07 -9.80 6.08
C26 -4.78 -9.81 6.88
O22 -3.65 -10.08 6.05
S7 -3.13 -8.92 5.05
C27 -1.60 -9.69 4.57
O23 -2.83 -7.74 5.82
O24 -3.99 -8.88 3.90
H59 -6.09 -8.98 5.37
H60 -6.93 -9.69 6.75
H61 -6.18 -10.73 5.52
H62 -4.64 -8.86 7.41
H63 -4.82 -10.60 7.63
H64 -0.95 -9.76 5.44
H65 -1.15 -9.06 3.81
H66 -1.82 -10.68 4.16

- LUMO (eV) = -0.03
- total energy (a.u.) = -6741.5852
- SMILES = CC[C@@H](I)P(F)(COC)(CC(=O)OC(C)=O)P(O)(O)=S.CCOS(C)(=O)=O.CCOS(C)(=O)=O.CCOS(C)(=O)=O.CCOS(C)(=O)=O.CCOS(C)(=O)=O.CCOS(C)(=O)=O
- maximum force (eV/Å) = 5.2
- HOMO energy (eV) = -8.764
- gap between HOMO and LUMO (eV) = 8.732

***

[3]
C27H68N2O8 | ωB97M-V/def2-TZVPD

Atoms and positions in Å:
C1 1.08 7.23 3.68
C2 2.29 6.36 3.42
C3 3.45 7.26 2.98
C4 2.63 5.57 4.71
C5 3.63 4.47 4.45
C6 3.11 3.56 3.36
C7 2.72 4.24 2.03
C8 4.02 4.60 1.31
C9 1.89 3.24 1.23
N1 1.89 5.39 2.39
O1 1.35 6.01 1.25
H1 0.88 7.90 2.84
H2 0.18 6.62 3.80
H3 1.16 7.86 4.57
H4 4.43 6.81 3.17
H5 3.38 7.43 1.91
H6 3.44 8.24 3.46
H7 3.05 6.33 5.37
H8 1.68 5.20 5.10
H9 4.61 4.93 4.28
H10 3.75 3.88 5.36
H11 2.19 3.15 3.80
H12 3.75 2.69 3.17
H13 4.42 3.74 0.77
H14 4.81 4.96 1.97
H15 3.89 5.38 0.55
H16 1.20 2.67 1.85
H17 2.61 2.58 0.73
H18 1.31 3.82 0.51
H19 2.10 6.35 0.73
C10 -2.56 -3.55 -4.26
C11 -3.70 -3.04 -3.36
C12 -3.71 -1.50 -3.52
C13 -5.06 -3.52 -3.86
C14 -5.51 -4.85 -3.25
C15 -5.19 -5.05 -1.76
C16 -3.81 -4.59 -1.32
C17 -3.87 -4.42 0.20
C18 -2.80 -5.68 -1.68
N2 -3.53 -3.31 -1.94
O2 -2.30 -2.78 -1.49
H20 -2.81 -3.36 -5.31
H21 -1.62 -3.06 -4.03
H22 -2.44 -4.62 -4.12
H23 -4.50 -1.04 -2.92
H24 -2.75 -1.06 -3.26
H25 -3.88 -1.24 -4.57
H26 -5.83 -2.77 -3.69
H27 -4.99 -3.69 -4.93
H28 -6.57 -5.02 -3.44
H29 -4.99 -5.66 -3.78
H30 -5.26 -6.14 -1.66
H31 -6.01 -4.70 -1.13
H32 -3.81 -5.37 0.72
H33 -4.80 -3.94 0.51
H34 -3.05 -3.79 0.56
H35 -3.10 -6.25 -2.57
H36 -2.68 -6.42 -0.88
H37 -1.80 -5.30 -1.91
H38 -2.52 -1.92 -1.12
C19 -0.57 1.63 3.78
C20 -1.96 1.86 3.22
O3 -2.75 2.63 4.11
H39 -0.06 2.58 3.93
H40 -0.01 0.96 3.12
H41 -0.66 1.16 4.76
H42 -2.47 0.89 3.16
H43 -1.90 2.31 2.23
H44 -2.66 3.56 3.89
C21 0.05 0.00 -0.37
C22 1.46 -0.24 -0.79
O4 1.47 -1.01 -1.98
H45 0.00 0.43 0.63
H46 -0.45 -0.97 -0.34
H47 -0.53 0.64 -1.04
H48 2.00 -0.81 -0.02
H49 2.07 0.66 -0.94
H50 2.31 -1.05 -2.45
C23 -0.68 -2.75 2.05
C24 -1.04 -3.03 3.51
O5 -0.23 -4.02 4.12
H51 -1.35 -1.97 1.68
H52 -0.68 -3.68 1.49
H53 0.33 -2.31 1.99
H54 -2.08 -3.37 3.55
H55 -0.96 -2.08 4.06
H56 0.59 -4.12 3.63
C25 5.24 0.35 -2.51
O6 4.58 -0.91 -2.35
H57 4.94 1.07 -1.74
H58 6.33 0.24 -2.46
H59 4.93 0.73 -3.47
H60 4.71 -1.25 -1.46
C26 0.88 -0.89 -5.20
O7 0.92 0.53 -5.15
H61 1.66 -1.36 -4.60
H62 -0.12 -1.20 -4.88
H63 0.99 -1.23 -6.23
H64 0.67 0.77 -4.25
C27 1.54 -3.94 -2.77
O8 1.27 -5.03 -3.65
H65 0.60 -3.43 -2.59
H66 1.88 -4.29 -1.79
H67 2.30 -3.32 -3.25
H68 2.01 -5.65 -3.65

- LUMO (eV) = 0.26
- total energy (a.u.) = -1780.7736
- SMILES = CC1(C)CCCC(C)(C)N1O.CC1(C)CCCC(C)(C)N1O.CCO.CCO.CCO.CO.CO.CO
- maximum force (eV/Å) = 1.8
- HOMO energy (eV) = -8.194
- gap between HOMO and LUMO (eV) = 8.451